Below is a 8-piece molecular cluster, C26H72N4O13 overall at a distorted geometry, with properties calculated with ωB97M-V/def2-TZVPD.

XYZ file:
```
115
Properties=species:S:1:pos:R:3
O -1.55916 -5.07472 17.02817
O 1.97307 -3.39808 14.60463
O 4.99351 -4.46511 20.89267
O 0.07036 -1.02152 17.97620
O -0.36938 -4.01424 21.29442
O -3.58767 -1.90125 13.55750
O -0.56334 1.10169 12.00243
O 0.61170 -3.43032 16.97253
O 0.34944 -6.50030 12.42558
O -3.94225 -6.13559 18.43443
O 4.41976 -6.34966 10.61585
O 4.79131 -2.27686 15.15762
O -1.92285 0.62353 23.06367
N -0.97888 -1.33592 13.46815
N 1.65999 -7.30438 10.24872
N -1.29170 -1.22387 20.45128
N 4.28822 -3.33406 18.00297
C -1.18935 2.14956 12.68266
C -0.14074 -1.53139 21.32061
C -2.70991 0.23956 21.94177
C 5.43313 -2.48463 13.90408
C -1.47886 -2.27711 14.48142
C 5.66726 -2.14312 16.24462
C 4.45363 -3.21903 20.47916
C 5.79704 -6.11251 10.78051
C 3.99808 -5.37357 21.32584
C -0.12024 -5.93931 13.63080
C 3.53958 -3.20111 19.24728
C 4.18383 -7.58797 10.00453
C 0.47075 -2.90982 21.00852
C 1.34050 -8.37904 11.19887
C -2.55801 0.25399 24.28587
C -0.69716 -4.23647 22.64089
C 0.00900 -0.35226 13.89905
C 2.79826 -7.60884 9.36917
C -1.73875 -5.08201 18.43208
C 0.81486 -7.81537 12.53898
C -2.79401 -2.95505 14.07603
C 4.89463 -2.08577 17.55947
C -1.79348 0.13620 20.71438
C -4.89938 -2.18761 13.12235
C 0.49867 0.47666 12.71690
C -2.56002 -6.26393 18.86844
H -2.02281 0.75888 25.08467
H 5.38207 -2.75966 20.13044
H -1.99143 -1.92151 20.68394
H -5.59484 -2.26264 13.96257
H -0.22599 -0.91950 18.91012
H 4.93213 -3.10901 13.16811
H 0.62226 -0.80657 21.01910
H -3.14069 -3.52499 14.94162
H -1.55321 -3.66791 23.01201
H 3.49916 -5.85495 20.48219
H 0.44593 -0.16649 17.73316
H 6.24383 -6.71848 11.57508
H 3.64429 -3.71651 17.32127
H -0.03291 -8.44019 12.83828
H 4.83278 -7.81580 9.14814
H -0.71865 -5.05437 13.42995
H -2.40676 0.45643 19.86624
H -4.87145 -3.12272 12.55140
H 1.96320 -6.52501 10.82784
H 5.51352 -1.64100 18.33899
H 6.48167 -2.86519 16.36016
H 2.24106 -8.97664 11.36501
H -2.59009 -6.54813 19.91938
H 2.52311 -3.78023 13.91254
H -0.75987 -4.51736 16.90934
H 4.05500 -1.37598 17.46044
H 6.42942 -2.87617 14.12174
H 0.51635 -9.00144 10.84353
H -0.39470 -1.43754 22.38127
H -0.47819 0.31303 14.62115
H 1.65313 -7.86625 13.24517
H -0.67201 -3.01615 14.52118
H -1.45105 -1.96622 15.53196
H -1.96963 2.66247 12.11819
H -3.39682 1.08085 21.76822
H -0.71819 -5.22187 18.81302
H -1.67869 -0.96501 12.84669
H 2.56440 -8.61263 8.99678
H 6.19899 -1.18428 16.21624
H 4.27557 -8.44964 10.67838
H -2.43538 -0.83030 24.41151
H 2.93937 -2.27438 19.23445
H 1.00971 -0.04964 11.91059
H -1.75804 1.75861 13.53840
H 4.52911 -6.20838 21.79974
H -4.16333 -5.20118 18.51004
H 0.68846 -2.94277 19.94496
H 1.30360 -2.96765 21.71776
H 1.13060 -3.39513 16.14593
H 0.83577 -0.87272 14.38011
H 5.63000 -1.52421 13.41766
H -0.69964 -6.73872 14.10552
H 3.42355 -4.92966 22.14420
H 1.67982 -2.55366 14.24330
H 2.74307 -3.93597 19.39198
H 2.75215 -6.96597 8.48833
H 6.35963 -6.26578 9.85317
H -0.46796 2.90938 13.00542
H -3.36318 -0.62957 22.06431
H 0.12803 -4.17880 23.35822
H 1.17413 1.28979 13.01432
H 0.65168 -5.58356 14.32151
H -2.62841 -3.65916 13.25467
H -0.99269 -5.28675 22.69954
H 5.95977 -5.06036 11.02301
H -2.10051 -4.15542 18.89943
H -3.63883 0.41286 24.29520
H 3.97777 -2.66219 21.29302
H -5.18989 -1.36835 12.46721
H -2.21061 -7.10736 18.26826
H -0.98563 0.86564 20.73813
H 0.61880 -2.50759 17.32755
```

Values from the calculation:
maximum force: 2.05 eV Å⁻¹
HOMO energy: -8.06 eV
orbital gap: 0.3084 Ha
energy: -60699.989 eV